77
Properties=species:S:1:pos:R:3 method="wB97M-V/def2-TZVPD" relative_energy_kj_mol=203.7 total_charge=+1 spin_multiplicity=2 energy_ev=-94042.1966 max_force_ev_per_a=3.67 homo_ev="-11.8 / -11.8"
V -0.6611 -1.0700 0.7914
O -0.4561 -0.9568 3.1422
C -0.6084 -2.2584 3.7184
C -1.7926 -2.9885 3.0976
N -1.6784 -3.0321 1.6318
C -2.9889 -2.9243 0.9831
C -3.3790 -1.4356 1.0414
O -4.4916 -1.0161 1.1209
O -2.2797 -0.6889 1.0047
C -0.7326 -4.0334 1.1506
C 0.6919 -3.4286 1.1018
O 1.6807 -4.0893 1.0700
O 0.6249 -2.1029 1.0611
H -1.0812 -0.3265 3.5346
H 0.3240 -2.7917 3.5323
H -0.7413 -2.1859 4.7980
H -1.8574 -3.9986 3.5139
H -2.7105 -2.4583 3.3596
H -2.9164 -3.2112 -0.0681
H -3.7710 -3.5234 1.4511
H -0.7015 -4.9368 1.7614
H -0.9558 -4.3106 0.1191
C -2.5297 3.1874 -1.5150
C -2.5090 1.7793 -1.9929
N -1.9131 0.7550 -1.4235
C -2.1552 -0.3279 -2.2309
C -2.9143 0.0574 -3.3144
N -3.1212 1.3885 -3.1374
C -3.4869 -0.5959 -4.5279
O -3.3165 -1.8893 -4.6530
O -4.0735 0.0889 -5.3273
C -1.5997 -1.6588 -1.9292
O -1.8644 -2.6352 -2.6178
O -0.8118 -1.7728 -0.8880
H -1.8648 3.2958 -0.6639
H -3.5398 3.4685 -1.2111
H -2.2233 3.8647 -2.3137
H -3.6477 1.9483 -3.7937
H -2.7711 -2.2787 -3.9243
O -1.6529 2.3385 1.6333
N -1.0924 1.9717 2.8289
C 0.1263 2.3079 2.8886
C 0.8851 2.9973 1.8245
C 1.3218 4.2878 2.1104
C 2.0085 5.0351 1.1706
C 2.3016 4.4764 -0.0604
C 1.9038 3.1817 -0.3483
C 1.1694 2.4278 0.5668
P 0.9826 0.6320 0.1933
C 2.6041 0.1258 0.8943
C 2.6971 -0.3921 2.1837
C 3.9277 -0.7782 2.6922
C 5.0733 -0.6423 1.9242
C 4.9946 -0.0728 0.6619
C 3.7685 0.3222 0.1520
C 1.2538 0.3707 -1.5922
C 1.8030 -0.8596 -1.9616
C 1.9825 -1.1712 -3.2985
C 1.6030 -0.2662 -4.2803
C 1.0348 0.9465 -3.9217
C 0.8585 1.2647 -2.5837
H -2.5756 2.0735 1.7049
H 0.5964 2.1637 3.8560
H 1.0901 4.7184 3.0767
H 2.3277 6.0410 1.4062
H 2.8496 5.0468 -0.7984
H 2.1925 2.7481 -1.2945
H 1.8032 -0.4968 2.7844
H 3.9891 -1.1907 3.6909
H 6.0268 -0.9792 2.3083
H 5.8884 0.0604 0.0669
H 3.7210 0.7689 -0.8320
H 2.0873 -1.5767 -1.2016
H 2.4111 -2.1254 -3.5739
H 1.7468 -0.5090 -5.3247
H 0.7177 1.6420 -4.6879
H 0.3974 2.2038 -2.3121


103
Properties=species:S:1:pos:R:3 method="wB97M-V/def2-TZVPD" relative_energy_kj_mol=252.1 total_charge=-1 energy_ev=-234122.0716 max_force_ev_per_a=3.39 homo_ev=-4.0
Ba 2.2975 -0.0781 -1.4778
O 4.4353 0.1228 -0.6900
C 4.6617 -0.5749 -1.7145
O 4.1614 -0.3082 -2.8263
C 5.4272 -1.8530 -1.5383
C 6.8049 -1.9306 -1.6509
C 7.4645 -3.1342 -1.4402
C 6.7178 -4.2667 -1.1362
C 5.3417 -4.1946 -1.0219
C 4.6564 -2.9836 -1.2124
S 2.9251 -2.9308 -1.0713
H 7.3648 -1.0418 -1.9247
H 8.5433 -3.1826 -1.5263
H 7.2201 -5.2169 -0.9871
H 4.7602 -5.0760 -0.7825
Se -2.7283 4.7319 -1.6911
P -3.1749 2.7439 -1.2014
C -3.7428 2.6886 0.5229
C -2.8778 2.2496 1.5182
C -3.2269 2.3920 2.8525
C -4.4405 2.9632 3.1976
C -5.2920 3.4333 2.2077
C -4.9353 3.3194 0.8754
C -4.4680 2.1133 -2.3153
C -4.1352 2.1238 -3.6683
C -5.0807 1.7863 -4.6187
C -6.3643 1.4354 -4.2229
C -6.7001 1.4299 -2.8793
C -5.7570 1.7790 -1.9227
C -1.7654 1.6206 -1.3534
C -1.4555 0.2241 -1.3187
N -0.1219 0.1430 -1.4415
N 0.3610 1.3633 -1.5646
N -0.5926 2.2553 -1.5353
P -2.2855 -1.3861 -1.2883
Se -1.0142 -3.0164 -0.9524
C -3.6046 -1.3929 -0.0326
C -3.1786 -1.6065 1.2778
C -4.1037 -1.7918 2.2875
C -5.4614 -1.7609 1.9987
C -5.8871 -1.5414 0.6995
C -4.9617 -1.3682 -0.3207
C -3.0276 -1.5631 -2.9388
C -3.9755 -2.5597 -3.1679
C -4.3726 -2.8548 -4.4606
C -3.7970 -2.1891 -5.5341
C -2.8279 -1.2241 -5.3127
C -2.4449 -0.9083 -4.0182
H -1.9216 1.8191 1.2495
H -2.5458 2.0565 3.6245
H -4.7207 3.0559 4.2398
H -6.2237 3.9141 2.4788
H -5.5592 3.7552 0.1048
H -3.1360 2.4292 -3.9581
H -4.8246 1.8031 -5.6702
H -7.1078 1.1769 -4.9666
H -7.7058 1.1672 -2.5740
H -6.0267 1.7956 -0.8760
H -2.1152 -1.6647 1.4794
H -3.7699 -1.9633 3.3032
H -6.1894 -1.9160 2.7852
H -6.9469 -1.5176 0.4747
H -5.2961 -1.2308 -1.3385
H -4.3706 -3.1223 -2.3312
H -5.1115 -3.6271 -4.6349
H -4.0884 -2.4417 -6.5462
H -2.3590 -0.7228 -6.1500
H -1.6725 -0.1696 -3.8446
N 4.2326 1.3081 1.8488
P 3.0517 0.0679 1.6535
C 2.3201 0.2389 3.3545
C 3.0398 -0.0364 4.5152
C 2.5169 0.2836 5.7577
C 1.2658 0.8806 5.8587
C 0.5393 1.1490 4.7100
C 1.0647 0.8275 3.4652
C 4.0464 -1.4230 2.0033
C 3.3368 -2.5727 2.3450
C 4.0066 -3.7405 2.6634
C 5.3939 -3.7776 2.6320
C 6.1049 -2.6530 2.2491
C 5.4323 -1.4847 1.9201
C 4.1649 2.4051 1.0139
C 5.2902 3.1850 0.7191
C 5.1293 4.2883 -0.0913
C 3.8649 4.5956 -0.5859
C 2.8140 3.7675 -0.2352
N 2.9529 2.6992 0.5478
H 5.1707 1.0024 2.0567
H 4.0151 -0.5046 4.4468
H 3.0896 0.0768 6.6540
H 0.8671 1.1452 6.8303
H -0.4318 1.6248 4.7816
H 0.5100 1.0490 2.5593
H 2.2530 -2.5506 2.3383
H 3.4441 -4.6290 2.9211
H 5.9233 -4.6891 2.8807
H 7.1847 -2.6857 2.1780
H 5.9973 -0.6359 1.5545
H 6.2623 2.9057 1.1056
H 5.9851 4.8977 -0.3535
H 3.7040 5.4490 -1.2294
H 1.8074 3.9551 -0.5968


9
Properties=species:S:1:pos:R:3 method="wB97M-V/def2-TZVPD" relative_energy_kj_mol=150.4 total_charge=0 smiles=C#C[C@H](O)C#N energy_ev=-7731.1849 max_force_ev_per_a=1.14 homo_ev=-11.1
C -2.0638 -0.6319 -0.0399
C -0.9256 -0.2449 -0.0924
C 0.4415 0.2721 -0.2979
O 1.3144 -0.6360 -0.9158
C 1.0080 0.9119 0.9178
N 1.4608 1.5651 1.7571
H -3.0817 -0.9593 -0.0022
H 0.3786 1.1190 -0.9873
H 1.4678 -1.3960 -0.3393


What did the third record say?
9
Properties=species:S:1:pos:R:3 method="wB97M-V/def2-TZVPD" relative_energy_kj_mol=150.4 total_charge=0 smiles=C#C[C@H](O)C#N energy_ev=-7731.1849 max_force_ev_per_a=1.14 homo_ev=-11.1
C -2.0638 -0.6319 -0.0399
C -0.9256 -0.2449 -0.0924
C 0.4415 0.2721 -0.2979
O 1.3144 -0.6360 -0.9158
C 1.0080 0.9119 0.9178
N 1.4608 1.5651 1.7571
H -3.0817 -0.9593 -0.0022
H 0.3786 1.1190 -0.9873
H 1.4678 -1.3960 -0.3393